The following is a DFT calculation (the ωB97M-V functional and the def2-TZVPD basis) of a structure of composition C22H42NP3RuS at a distorted geometry.

The geometry in XYZ format:
```
70
Properties=species:S:1:pos:R:3:forces:R:3
C -0.9639 1.6957 -3.0990 -0.01 0.17 -0.10
P 1.6059 0.7788 1.0788 2.62 -0.21 0.74
H 0.7712 3.5982 -2.4867 0.20 -0.08 0.27
C -3.6467 1.2808 -0.0737 -0.03 -0.17 -0.01
H 1.7499 -0.6116 -2.0431 0.01 0.21 -0.08
Ru -0.4447 0.3032 0.0992 0.19 -1.95 -0.71
H -1.5356 -1.2794 6.4779 0.02 -0.06 -0.22
H -4.3765 2.0861 0.0917 0.25 -0.18 0.00
H 3.9282 -2.7300 1.2025 -0.40 -0.27 -0.10
H 1.4505 -4.0484 -3.7010 -0.24 0.15 -0.11
H 1.9291 2.4499 2.8001 -0.04 0.11 -0.24
H 3.2421 -3.4718 -1.0950 -0.15 -0.15 0.41
H -3.9604 0.3909 0.4852 -0.04 0.13 -0.19
C -0.0448 -3.2495 -5.0449 0.13 -0.19 -0.07
C -0.8793 -0.1175 4.8196 0.14 -0.17 -0.98
C 3.1723 0.7591 0.1066 -0.04 0.08 -0.27
H -1.5762 2.6367 2.8126 -0.14 0.02 -0.03
H -0.6886 -1.0619 1.5834 -0.07 -0.33 1.12
H -1.7689 3.4674 -1.2169 0.00 0.11 0.26
C 2.6110 -3.6432 -0.2147 0.08 0.48 0.65
H 2.3362 -1.2516 2.1975 -0.05 0.24 0.10
C 1.5148 2.4695 1.7835 -0.06 0.13 0.09
H 0.4781 2.8303 1.8263 0.34 0.04 -0.02
H 0.9385 3.4650 -0.7222 0.09 -0.08 -0.29
H 4.0313 0.9074 0.7775 -0.36 0.03 -0.15
H -2.7648 1.3047 2.8068 -0.02 0.19 -0.05
H 3.2965 0.1564 2.7147 -0.33 -0.03 -0.11
C 0.1023 -2.7313 -2.6739 -1.46 1.70 1.28
C -1.3466 -1.2773 5.4071 0.03 0.12 0.01
C -1.8641 3.4903 -0.1260 0.18 -0.17 0.04
H -1.4070 -3.2367 2.6015 -0.11 0.15 0.26
H 0.3303 -3.7930 -5.9158 -0.12 0.22 0.35
H 2.3246 -3.4253 1.8800 0.33 -0.03 -0.33
P 0.2665 1.3284 -1.7703 0.98 1.69 -2.58
H 3.2762 -0.2239 -0.3718 0.01 0.24 0.14
H -0.2550 0.7368 3.0295 -0.54 -0.50 0.29
H -1.6777 -2.3022 -6.1189 0.19 -0.09 0.08
C -1.2928 -2.3698 3.2493 -0.08 0.05 -0.05
H -0.6459 2.5985 -3.6376 -0.14 -0.32 0.02
H -3.2486 2.9397 2.2918 0.20 -0.15 -0.01
C -1.6364 -1.7159 -4.0631 -0.15 0.87 2.69
H -3.6131 1.0320 -1.1419 -0.01 0.09 0.32
C 2.9708 -3.2327 1.0145 -0.20 -0.26 -0.77
H 2.4142 0.8502 -2.8248 -0.19 -0.25 -0.07
H 1.6761 -0.0977 3.3872 0.29 -0.12 -0.17
H -1.9711 1.8643 -2.7023 0.24 -0.06 -0.05
H -0.6640 0.8099 5.3484 -0.09 -0.29 -0.06
H -1.8910 -3.3441 5.0767 0.04 0.12 -0.01
H 1.6635 -4.1723 -0.3686 0.40 0.06 0.11
H 3.1972 1.5402 -0.6599 0.00 -0.28 0.20
H 1.0884 -0.0643 -3.5963 0.20 0.13 0.12
H 0.5380 -2.8701 -1.6848 -0.01 -0.05 -0.28
N -0.6535 -0.1081 3.4666 -0.28 -0.24 0.70
C -1.5469 -2.4202 4.6219 0.13 0.25 -0.08
C 2.2812 -0.1963 2.4816 -0.11 -0.12 0.38
C 1.4999 0.2744 -2.6388 0.06 -0.08 -0.24
H 2.2143 2.8259 -1.7987 -0.30 0.15 0.04
C -0.9765 -1.8318 -2.8111 0.04 -0.43 -0.39
S -1.6113 -0.9286 -1.4873 -0.43 -0.28 0.72
C 1.1336 2.9574 -1.6730 0.01 0.14 0.04
H -2.5253 -1.0855 -4.1178 0.20 -0.19 -0.12
H -1.0145 0.8669 -3.8133 0.01 0.19 0.15
C 0.5791 -3.3965 -3.7985 0.50 -1.13 -2.36
P -1.9952 1.7878 0.5543 -3.06 2.51 0.57
C -2.4323 2.2059 2.2817 -0.03 -0.14 0.19
H -0.9948 3.9988 0.3066 -0.20 0.02 -0.14
C -1.1623 -2.4156 -5.1667 1.16 -1.44 -1.53
H -2.7720 4.0467 0.1443 0.25 -0.14 -0.08
C -0.8739 -1.1851 2.6816 0.13 -0.12 0.52
H 2.1101 3.1553 1.1701 -0.15 -0.06 0.21
```
Forces are in eV/Å.

For the orbital gap (alpha / beta), the calculation gives 6.06 / 4.54 eV. Its spin multiplicity is 6. Its expectation value of S² is 8.795. As for the net charge: +3. The value obtained for the total energy is -66239.4997 eV. The calculation puts the LUMO energy (alpha / beta) at -8.7 / -12.9 eV.

The following is a DFT calculation (the ωB97M-V functional and the def2-TZVPD basis) of a cluster of 7 separate species, C22H42O15S3 in total at a distorted geometry.

The geometry in XYZ format:
```
82
Properties=species:S:1:pos:R:3:forces:R:3
H -33.0038 10.0476 1.3747 -0.11 -0.04 -0.02
H -31.3863 17.3722 2.5711 -0.21 0.05 0.04
C -28.2229 17.5183 4.2299 0.23 0.21 -0.34
O -29.5274 9.2659 -0.7239 0.11 -0.18 -0.08
C -24.5552 14.7655 -5.1298 0.58 -0.16 0.37
O -28.0590 16.6981 3.1646 -0.03 -0.17 0.02
H -27.3772 8.0465 -5.5063 -0.07 0.12 0.07
O -29.2834 17.8551 4.6435 -0.13 -0.07 0.13
O -32.8716 16.0891 1.8498 0.23 -0.08 0.48
H -24.7233 13.7942 -5.5919 -0.25 0.00 0.03
H -33.8708 12.4671 -0.5344 -0.02 0.04 -0.09
H -28.5607 7.8410 -2.7707 0.01 -0.02 -0.09
H -25.4343 15.2009 -4.6641 -0.18 0.04 -0.27
H -26.6541 14.0848 5.4949 -0.14 -0.10 0.32
H -27.1717 10.1352 1.0136 0.07 -0.06 0.05
C -29.6896 15.5572 0.4554 -0.13 0.38 0.07
C -32.9287 12.2315 -1.0357 -0.12 -0.50 0.68
C -24.5099 13.6977 -2.6717 -0.42 0.71 0.66
C -31.5904 16.7216 1.7243 0.18 -0.24 -0.27
O -27.9126 11.9332 7.2165 -0.01 0.21 0.03
O -31.5845 9.1689 0.1844 -0.05 -0.03 -0.19
H -27.5288 13.4913 -0.8825 0.31 -0.03 -0.08
H -33.1420 11.5913 -1.8915 0.09 0.36 -0.30
H -28.3879 10.3735 -2.7948 0.01 -0.23 0.19
C -25.6271 7.6881 -3.0347 -0.12 0.20 -0.16
S -26.7192 12.4954 1.1186 0.64 -0.73 -0.17
O -24.5873 7.4911 -2.4995 0.13 -0.01 0.03
C -32.7286 14.7471 1.8558 0.21 0.52 -0.62
H -28.5394 11.1107 1.6322 0.00 -0.13 0.10
H -27.6375 10.2630 -4.3896 0.17 -0.16 0.11
O -27.3042 13.5760 1.9629 -0.34 0.15 -0.15
H -33.5064 9.7679 -0.3178 0.05 -0.07 -0.03
H -27.5143 12.8589 4.5579 -0.06 -0.13 0.17
S -26.5649 11.9580 6.5940 -0.06 -0.30 0.19
C -30.5558 9.7866 -0.4192 -0.09 0.26 0.27
C -30.5852 15.5573 1.6668 -0.39 -0.29 -0.15
C -26.4757 10.4234 5.6518 -0.24 0.49 -0.08
C -26.6798 16.4813 2.8811 1.20 0.68 0.60
H -31.6050 17.2875 0.7927 0.07 0.10 0.05
C -26.3366 16.7952 1.4513 0.07 -0.04 -0.27
O -22.4433 13.3963 -4.2677 0.10 0.05 -0.06
C -25.9619 17.4115 3.9049 -0.58 -0.40 0.13
H -30.2913 15.5472 -0.4560 0.00 -0.07 0.00
O -30.8088 11.0958 -0.6006 -0.22 -0.03 -0.05
C -28.2833 9.7429 -3.6738 -0.16 0.61 -0.68
O -33.6277 13.9812 1.9694 -0.35 -0.45 0.11
H -27.8459 6.5676 -4.6462 -0.14 0.07 0.05
O -26.6356 8.4149 -2.5083 0.03 -0.07 -0.17
H -24.0974 15.4357 -5.8519 -0.06 0.08 0.00
O -31.4550 14.3943 1.6087 0.11 0.10 0.27
H -27.1445 10.7926 2.7035 0.08 -0.15 -0.02
H -25.3236 16.8284 4.5655 0.17 0.14 -0.03
H -27.3828 10.3811 5.0466 0.06 -0.01 -0.07
H -32.4429 13.1748 -1.2665 0.05 -0.06 -0.34
H -26.7993 16.0680 0.7864 -0.02 0.05 -0.03
H -31.9361 12.0386 0.8507 0.16 -0.01 -0.09
H -26.3735 15.4679 3.1265 -0.56 -0.27 -0.20
H -30.0141 15.4809 2.5856 0.07 -0.01 0.02
H -29.2666 9.6985 -4.1528 0.02 -0.13 0.10
S -23.3459 14.4751 -3.8002 -0.23 -0.03 -0.13
C -27.5480 12.4816 -0.4739 -1.02 0.26 0.02
H -24.0220 13.5957 -1.7022 0.28 -0.54 -0.21
H -24.9017 12.7711 -3.0826 0.18 -0.14 0.04
C -27.3352 7.5247 -4.5510 0.47 -0.24 -0.10
O -25.9565 7.2419 -4.2688 -0.09 -0.06 0.11
H -25.2542 16.7337 1.3134 -0.01 -0.12 0.08
C -32.6899 10.0756 0.3355 0.30 0.14 0.03
H -25.3289 14.3885 -2.4376 -0.01 0.01 -0.40
C -32.1018 11.4413 -0.0471 -0.14 0.21 0.30
C -26.6350 13.0413 5.1783 0.05 0.60 -0.77
H -25.4054 18.2332 3.4601 -0.06 0.06 -0.06
O -27.0329 17.9355 4.7053 -0.03 -0.04 -0.13
H -29.1145 16.4855 0.4680 0.09 -0.08 -0.05
C -27.7987 8.3583 -3.3559 -0.26 -0.02 0.59
H -27.1537 11.7504 -1.1764 0.40 0.01 0.16
H -28.5999 12.2272 -0.3058 0.06 0.06 -0.01
H -25.7514 12.9519 4.5396 0.06 -0.28 0.18
C -27.4614 10.9477 1.6764 -0.14 0.50 -0.07
H -29.0095 14.7116 0.4776 0.04 -0.02 0.04
H -26.6244 17.8083 1.1635 -0.17 -0.02 0.10
H -26.5106 9.6119 6.3709 0.30 -0.10 -0.01
H -25.5765 10.4591 5.0385 0.04 -0.36 0.05
```
Forces are in eV/Å.

For the orbital gap, the calculation gives 9.03 eV. The calculation puts the relative energy (zero: lowest compared OMol25 entry of this formula, charge and spin) at 0.0 kJ/mol. As for the net charge: 0. The value obtained for the total energy is -86712.4077 eV. The calculation puts the LUMO energy at 0.0 eV.

The following is a DFT calculation (the ωB97M-V functional and the def2-TZVPD basis) of the ion C22H43BCl2FIN2O5PS2 with charge +1.

The geometry in XYZ format:
```
80
Properties=species:S:1:pos:R:3:forces:R:3
H 0.8317 5.8088 -0.7676 -0.03 0.06 0.00
O -0.4939 2.8847 -2.2291 0.15 -0.07 0.04
H -1.5714 -2.5914 -1.3001 -0.07 -0.05 0.11
H 2.5878 0.3130 -2.4289 0.03 -0.06 0.13
O -5.3908 -3.0503 -0.0050 0.04 -0.33 -0.02
H -0.4833 4.6762 -0.5511 -0.24 -0.18 -0.13
C -0.2250 -1.3999 -0.0380 -0.16 -0.22 -0.03
H 5.8023 0.7605 -0.7829 -0.01 -0.09 0.01
H 1.7829 -1.1441 0.7075 0.03 0.13 0.05
Cl -5.8682 -5.7908 0.3217 -0.06 -0.16 -0.03
C -1.6206 1.6168 1.2587 0.20 0.18 -0.08
C -0.5055 -2.5230 -1.0822 0.32 0.04 -0.15
C -1.4099 -2.9440 1.8202 -0.06 0.04 0.18
C 1.2462 -0.9394 -0.2205 -0.14 0.03 -0.13
C -2.8162 -2.9309 1.2157 -0.20 -0.53 -0.01
H -3.5357 -2.4202 1.8518 0.10 0.18 -0.04
S 5.9187 2.3263 -2.5365 0.29 0.08 0.00
C 3.9176 1.7917 -0.6511 0.42 0.05 0.23
H -2.6239 -5.0398 0.6191 -0.01 -0.18 0.10
C 0.0167 -3.9508 -0.8570 -0.20 -0.15 0.14
C -3.1016 1.3193 1.4325 -0.30 -0.07 0.33
H -3.8029 -4.7481 1.9491 0.12 -0.12 0.05
C -3.3613 -4.3599 1.0353 -0.23 0.37 0.00
H 1.7477 -1.5471 -0.9750 -0.05 -0.05 -0.03
H -1.5186 -2.9170 2.9073 0.06 -0.01 0.04
C 2.9858 0.7372 -0.0343 0.11 0.01 -0.16
H -2.7230 0.7895 3.4900 -0.04 0.03 0.07
H 4.3986 2.3444 0.1534 -0.04 0.12 -0.01
O 1.1491 2.7817 2.0657 -0.26 -0.60 -0.07
C -0.4638 -1.7916 1.4535 -0.17 0.16 0.12
H -3.2607 -0.5738 2.5343 -0.12 -0.01 -0.01
H 0.4854 -2.0139 1.9428 0.04 -0.06 -0.04
H -0.3640 0.5654 -3.1635 -0.14 0.13 0.11
B 1.0615 2.8167 0.7032 0.09 0.41 0.12
H 2.1820 -4.0324 -0.7536 0.02 0.06 0.00
H 2.9313 0.8208 1.0561 -0.09 0.15 0.02
N 0.5855 1.3804 0.2299 -0.28 0.09 -0.62
C 0.6480 0.1525 -3.0577 0.15 -0.41 -0.29
H 1.7311 1.8293 -2.3276 -0.12 0.06 0.10
P -1.7503 2.0375 -1.6397 -0.25 -0.02 0.28
H 0.6843 3.5022 2.5043 0.43 0.31 0.14
H -0.9276 -3.9011 1.6267 0.08 0.01 -0.17
H 4.9590 3.2511 -2.6155 -0.15 0.01 -0.03
S -4.6555 -4.2665 -0.1963 0.29 0.42 -0.28
O 0.9553 -0.7675 -3.7678 0.00 -0.09 0.01
H 2.5213 5.4662 0.9255 -0.01 -0.06 0.24
H -0.7556 -4.5464 -0.3769 -0.04 0.05 0.12
C 1.6468 0.7629 -2.1125 -0.14 0.49 -0.16
Cl -2.9564 3.5468 -0.9625 0.04 0.03 0.01
H -1.0489 1.2012 2.0948 -0.12 -0.15 0.03
H 0.1423 -4.4213 -1.8327 -0.04 0.02 -0.04
H -3.6105 2.2732 1.5524 0.13 0.14 -0.16
H 0.2754 5.4005 0.8648 0.03 0.05 0.04
H 3.2505 3.8460 1.0876 -0.01 0.04 0.19
F -1.4063 3.0097 1.3958 0.09 -0.01 -0.04
H -1.3508 -0.3465 -1.5115 0.02 0.07 -0.04
C -1.2174 -0.2752 -0.4317 0.42 -0.42 0.08
H 4.6933 0.3222 -2.0670 -0.08 0.00 -0.04
C 5.0480 1.1569 -1.4621 -0.11 -0.05 -0.08
O -4.0618 -4.5613 -1.4672 -0.25 0.05 0.23
N 1.4739 3.9206 -0.1216 -0.33 -0.03 0.80
C 1.5525 0.5281 -0.6069 0.61 -0.57 0.48
H -0.5062 2.8036 -3.1926 0.08 0.26 -0.05
H 1.4709 -3.4095 0.7155 -0.14 -0.11 0.20
H -0.8332 -0.9014 1.9766 0.03 0.06 -0.01
C -0.9342 1.1973 -0.0505 -0.20 0.14 -0.26
H -0.0684 -2.1631 -2.0124 -0.01 0.06 -0.07
C -3.4029 0.4922 2.6882 0.42 0.23 0.05
I 1.4832 -6.0715 0.7320 0.00 -0.04 0.12
H -2.1861 -0.5565 -0.0277 -0.13 0.14 -0.02
H -2.8633 -2.4469 0.2458 0.17 0.12 -0.05
C 0.4551 5.0035 -0.1396 0.17 -0.02 -0.46
C 1.3230 -4.1162 -0.0911 0.26 0.08 -0.42
C 2.7257 4.5225 0.4231 0.06 0.00 -0.61
H -4.4076 0.6980 3.0443 -0.14 -0.23 -0.08
H 3.4835 -0.2214 -0.1954 -0.05 -0.07 0.05
H 3.3940 4.7366 -0.4116 0.02 0.07 0.00
H 3.4042 2.5322 -1.2565 -0.24 -0.03 -0.02
H -3.5403 0.8515 0.5525 -0.02 0.03 -0.08
H 0.6716 0.9030 1.1334 -0.06 -0.01 0.04
```
Forces are in eV/Å.

For the orbital gap, the calculation gives 9.04 eV. As for the SMILES: CC[C@H](F)[C@]1(P(O)Cl)C[C@](CCCI)(CCCCS(=O)(=O)Cl)C[C@](CC=O)(CCCS)[N@H+]1B(O)N(C)C. As for the net charge: +1. The value obtained for the total energy is -104223.1914 eV. The calculation puts the LUMO energy at -2.5 eV.

Among the records above, which one has the highest net charge?
C22H42NP3RuS